Entry 1:
{
  "formula": "C5H14N2O",
  "method": "ωB97M-V/def2-TZVPD",
  "smiles": "CNC(N)=O.CCC",
  "relative_energy_kj_mol": 68.72,
  "gap_ev": 10.509,
  "energy_ev": -10440.3158,
  "homo_energy_ha": -0.357,
  "species": ["C", "N", "C", "N", "O", "H", "H", "H", "H", "H", "H", "C", "C", "C", "H", "H", "H", "H", "H", "H", "H", "H"],
  "xyz": [[-2.564, 1.422, 1.466], [-1.804, 0.246, 1.092], [-1.329, 0.149, -0.201], [-1.486, -1.098, -0.772], [-1.026, 1.122, -0.881], [-3.624, 1.324, 1.209], [-2.144, 2.273, 0.933], [-2.466, 1.591, 2.538], [-2.164, -0.613, 1.486], [-1.018, -1.216, -1.656], [-1.473, -1.912, -0.180], [1.962, -1.571, -0.659], [1.824, -0.283, 0.140], [1.994, 0.953, -0.713], [1.279, -1.563, -1.506], [2.977, -1.676, -1.038], [1.737, -2.443, -0.044], [2.538, -0.281, 0.966], [0.782, -0.243, 0.564], [2.856, 0.879, -1.372], [1.040, 1.101, -1.279], [2.108, 1.840, -0.093]],
  "atomic_forces_ev_per_a": [[0.2, 0.3, 0.1], [0.3, -0.4, 0.1], [-1.6, 0.7, -0.9], [0.5, -0.3, 0.1], [-0.1, -0.6, 0.6], [0.1, 0.0, 0.0], [-0.1, 0.0, 0.1], [-0.1, 0.1, 0.0], [0.1, 0.1, -0.2], [0.1, 0.1, 0.1], [0.0, 0.0, 0.0], [0.0, 0.1, 0.2], [-0.9, -0.2, 0.3], [-0.9, 0.3, -0.3], [0.0, 0.0, -0.2], [0.1, -0.1, -0.1], [0.0, -0.1, 0.0], [-0.1, -0.1, 0.1], [1.2, -0.1, 0.0], [0.0, 0.0, -0.2], [1.1, 0.0, 0.1], [0.1, 0.1, 0.0]],
  "nbo_charge": [-0.413, -0.640, 0.778, -0.838, -0.654, 0.183, 0.236, 0.198, 0.373, 0.400, 0.379, -0.602, -0.390, -0.627, 0.188, 0.203, 0.200, 0.194, 0.188, 0.193, 0.242, 0.207]
}

=====

Entry 2:
{
  "formula": "C7H12N3",
  "method": "ωB97M-V/def2-TZVPD",
  "smiles": "Cc1c[nH+]c2n1CC[C@@H]2N",
  "relative_energy_kj_mol": 155.22,
  "gap_ev": 10.380,
  "energy_ev": -11916.9324,
  "charge": 1,
  "homo_energy_ha": -0.481,
  "species": ["C", "C", "C", "N", "C", "N", "C", "C", "C", "N", "H", "H", "H", "H", "H", "H", "H", "H", "H", "H", "H", "H"],
  "xyz": [[-1.237, 2.366, -1.188], [-0.229, 1.652, -0.388], [0.706, 2.211, 0.478], [1.416, 1.165, 0.944], [1.052, 0.037, 0.364], [-0.029, 0.361, -0.398], [-0.680, -0.806, -0.831], [0.304, -1.971, -0.430], [1.246, -1.378, 0.701], [0.745, -1.422, 2.064], [-1.793, 1.575, -1.657], [-1.820, 3.115, -0.709], [-0.659, 2.869, -1.986], [0.916, 3.271, 0.589], [2.268, 1.173, 1.455], [-0.742, -1.031, -1.887], [-1.547, -1.029, -0.105], [-0.245, -2.767, 0.091], [0.861, -2.365, -1.291], [2.172, -1.808, 0.659], [-0.235, -1.673, 2.017], [1.215, -2.178, 2.438]],
  "atomic_forces_ev_per_a": [[1.4, -0.6, -1.6], [-0.1, 4.1, 1.5], [-1.3, 0.3, -1.5], [1.6, -0.6, -0.2], [-0.5, 1.6, -0.4], [2.8, -2.5, 0.6], [-1.1, -3.8, 1.4], [0.4, -0.1, 1.4], [-3.3, 1.3, -1.2], [-0.9, 0.4, -0.9], [-0.9, 0.2, -0.4], [-0.5, 0.2, 0.7], [-0.5, -0.1, 0.1], [0.1, -0.5, 0.4], [0.5, 0.5, 0.8], [-1.2, 1.1, -0.2], [0.5, 0.8, -2.0], [0.1, -0.1, -0.7], [-0.1, 0.2, 0.4], [2.6, -0.6, -0.3], [-0.2, 0.1, 0.4], [0.8, -1.9, 1.7]],
  "nbo_charge": [-0.647, 0.184, -0.062, -0.421, 0.413, -0.293, -0.252, -0.398, -0.107, -0.792, 0.231, 0.259, 0.249, 0.258, 0.446, 0.257, 0.232, 0.231, 0.239, 0.237, 0.360, 0.373]
}

=====

Entry 3:
{
  "formula": "C11H25N3O22S4",
  "method": "ωB97M-V/def2-TZVPD",
  "smiles": "C[N+](=O)[O-].C[N+](=O)[O-].C[N+](=O)[O-].O=S1(=O)OCCO1.O=S1(=O)OCCO1.O=S1(=O)OCCO1.O=S1(=O)OCCO1",
  "relative_energy_kj_mol": 416.62,
  "gap_ev": 11.112,
  "energy_ev": -104652.3972,
  "homo_energy_ha": -0.404,
  "species": ["C", "N", "O", "O", "H", "H", "H", "C", "N", "O", "O", "H", "H", "H", "C", "N", "O", "O", "H", "H", "H", "O", "S", "O", "O", "C", "C", "O", "H", "H", "H", "H", "O", "S", "O", "O", "C", "C", "O", "H", "H", "H", "H", "O", "S", "O", "O", "C", "C", "O", "H", "H", "H", "H", "O", "S", "O", "O", "C", "C", "O", "H", "H", "H", "H"],
  "xyz": [[-2.300, 9.886, 1.236], [-2.206, 8.799, 0.155], [-3.168, 8.043, 0.146], [-1.173, 8.798, -0.475], [-2.476, 10.854, 0.767], [-1.428, 9.851, 1.889], [-3.156, 9.657, 1.870], [1.565, -5.056, 4.989], [0.655, -5.474, 3.893], [1.097, -6.157, 3.008], [-0.522, -5.163, 4.005], [1.761, -5.791, 5.770], [1.083, -4.176, 5.414], [2.537, -4.922, 4.513], [6.887, -6.009, 0.140], [7.370, -4.974, 1.095], [6.656, -4.039, 1.310], [8.435, -5.099, 1.658], [7.668, -6.263, -0.576], [5.983, -5.680, -0.373], [6.721, -6.891, 0.759], [-2.699, 2.511, 8.677], [-3.080, 3.951, 8.565], [-2.492, 4.886, 9.552], [-2.874, 4.436, 6.972], [-3.883, 4.059, 6.142], [-5.197, 4.208, 6.996], [-4.750, 4.119, 8.343], [-3.966, 4.474, 5.138], [-3.574, 3.038, 5.918], [-5.845, 3.365, 6.757], [-5.680, 5.184, 6.956], [2.120, 1.209, 1.947], [2.198, 2.418, 1.111], [1.311, 3.572, 1.307], [3.733, 2.911, 0.898], [4.147, 2.808, -0.448], [2.884, 2.588, -1.263], [2.047, 1.921, -0.410], [4.777, 3.681, -0.615], [4.745, 1.897, -0.468], [3.060, 1.992, -2.158], [2.579, 3.605, -1.510], [2.587, -3.050, -6.474], [2.033, -3.135, -7.847], [2.838, -2.763, -9.031], [1.489, -4.682, -8.174], [0.572, -4.600, -9.253], [-0.040, -3.173, -9.248], [0.493, -2.644, -8.017], [1.149, -4.674, -10.175], [-0.128, -5.436, -9.255], [-1.126, -3.121, -9.167], [0.208, -2.669, -10.182], [-2.702, -3.861, -2.963], [-4.070, -3.466, -2.792], [-5.163, -4.333, -3.246], [-4.315, -2.994, -1.205], [-3.799, -1.673, -0.922], [-3.565, -1.042, -2.374], [-4.224, -1.911, -3.263], [-4.486, -1.103, -0.298], [-2.764, -1.672, -0.580], [-2.546, -0.987, -2.755], [-3.994, -0.040, -2.377]],
  "atomic_forces_ev_per_a": [[-0.6, -0.3, 0.3], [-0.5, 1.2, 2.4], [1.2, 0.1, -1.1], [-0.7, -0.7, -0.5], [0.4, -0.2, -0.1], [0.2, 0.1, -0.6], [0.0, -0.1, -0.3], [0.6, 0.7, -0.1], [-1.2, -0.8, 1.0], [0.5, -0.2, -0.6], [0.5, 0.2, -0.1], [-0.8, -0.4, -0.3], [0.5, 0.0, 0.0], [-0.1, 0.6, 0.1], [0.3, -0.7, -0.1], [0.5, 0.2, 0.2], [-1.5, 1.0, -0.2], [0.6, -1.0, -0.4], [0.1, 0.3, 0.2], [0.2, 0.1, 0.4], [-0.2, 0.0, -0.1], [-1.3, 4.0, -0.4], [0.1, -1.5, -0.6], [-2.1, -2.1, -3.1], [3.0, 2.1, 2.7], [-1.8, -2.1, -0.3], [1.4, -0.5, -0.5], [1.7, -0.6, 2.0], [0.5, 1.2, 0.5], [-1.2, -0.7, -0.1], [-0.2, 0.2, 0.2], [0.0, -0.1, -0.6], [0.3, 3.1, -1.6], [-1.1, -0.5, 0.8], [2.0, -2.4, 0.0], [-1.7, 0.2, 1.7], [1.3, -1.3, 0.2], [1.7, 1.9, -1.0], [-1.5, -1.0, 1.1], [-0.3, -0.1, -0.6], [0.4, 0.1, -0.3], [-0.1, 0.1, 0.1], [-0.9, -0.1, -0.3], [-2.2, 0.0, -3.9], [1.1, -1.9, -0.8], [-1.7, -0.2, 2.9], [1.0, 0.6, 1.1], [0.4, 0.1, -1.4], [-0.3, -0.9, 0.5], [1.0, 2.0, 0.2], [0.0, -0.2, -0.1], [0.0, 0.2, 0.6], [0.1, -0.2, 0.4], [0.6, 0.5, 0.5], [-1.0, 0.1, 0.0], [-1.1, 0.6, 1.2], [2.4, 2.5, 1.1], [0.2, -0.7, -0.5], [1.4, -0.1, -2.5], [-0.4, 0.0, 0.9], [-1.2, -1.3, -1.4], [0.0, -0.4, -0.2], [-0.3, -0.6, 1.0], [0.3, 0.0, 0.8], [-0.3, -0.2, -0.5]],
  "nbo_charge": [-0.495, 0.541, -0.375, -0.357, 0.231, 0.232, 0.224, -0.495, 0.532, -0.367, -0.383, 0.241, 0.238, 0.234, -0.491, 0.535, -0.370, -0.386, 0.235, 0.239, 0.237, -0.856, 2.414, -0.815, -0.672, -0.108, -0.090, -0.683, 0.217, 0.189, 0.203, 0.200, -0.855, 2.473, -0.872, -0.678, -0.092, -0.105, -0.674, 0.213, 0.186, 0.217, 0.186, -0.818, 2.442, -0.886, -0.671, -0.113, -0.105, -0.666, 0.189, 0.212, 0.213, 0.204, -0.888, 2.484, -0.838, -0.687, -0.097, -0.103, -0.683, 0.208, 0.201, 0.197, 0.205]
}

=====

Entry 4:
{
  "formula": "C5H9NO",
  "method": "ωB97M-V/def2-TZVPD",
  "smiles": "CC1=C(N=O)CC1.[H][H]",
  "relative_energy_kj_mol": 514.99,
  "gap_ev": [8.420, 8.419],
  "energy_ev": -8863.8751,
  "homo_energy_ha": [-0.327, -0.327],
  "species": ["C", "C", "C", "N", "O", "C", "C", "H", "H", "H", "H", "H", "H", "H", "H", "H"],
  "xyz": [[1.043, 1.203, 1.048], [0.451, 0.290, 0.032], [-0.620, -0.510, -0.176], [-1.735, -0.913, 0.592], [-2.478, -1.649, -0.029], [-0.149, -1.074, -1.483], [1.104, -0.181, -1.250], [1.526, 2.057, 0.558], [1.841, 0.656, 1.568], [0.336, 1.570, 1.795], [0.032, -2.151, -1.443], [-0.755, -0.835, -2.361], [1.304, 0.583, -2.010], [2.024, -0.744, -1.057], [-1.927, 1.217, 2.160], [-1.994, 0.481, 2.058]],
  "atomic_forces_ev_per_a": [[-0.1, 0.0, 0.0], [0.0, -0.1, 0.1], [0.1, -0.1, 0.0], [-0.1, -0.2, -0.3], [0.2, 0.1, 0.2], [-0.1, -0.2, -0.2], [0.2, 0.1, -0.1], [-0.1, -0.2, 0.0], [-0.1, 0.1, 0.0], [0.0, -0.2, -0.2], [0.0, 0.1, -0.1], [0.1, 0.0, 0.1], [-0.1, -0.1, 0.1], [-0.1, 0.1, -0.1], [-0.1, 0.2, 0.2], [0.0, 0.3, 0.2]],
  "nbo_charge": [-0.669, 0.139, 0.015, 0.115, -0.293, -0.430, -0.427, 0.229, 0.239, 0.242, 0.215, 0.219, 0.215, 0.215, -0.057, 0.034]
}